Entry from the OMol25 dataset: C16H28F16InN4O2 as an isolated structure (ωB97M-V/def2-TZVPD).

```
67
Properties=species:S:1:pos:R:3:forces:R:3
N 4.2781 1.2221 0.6517 -0.0547 -0.0634 -0.1392
C 2.8821 1.2516 0.1426 0.2990 -0.3980 0.0597
C 1.8865 1.3218 1.2963 0.1540 0.1631 0.4060
C 1.1260 2.6450 1.4540 -0.0484 0.0497 -0.1756
C 0.5480 3.2249 0.1629 -0.4420 -0.1291 0.1658
In -1.0119 1.9157 -0.7824 -0.0131 0.0696 -0.2820
C -2.9607 2.2841 0.3141 0.1713 -0.5895 0.2672
C -3.7120 1.0634 0.9086 -0.1531 0.4940 -0.3060
N -3.2514 0.7495 2.2590 0.0214 -0.2511 0.1758
N -3.5260 -0.1554 0.1199 -0.2220 -0.2326 0.1344
N -5.1823 1.3216 1.0263 0.1707 -0.1976 0.2606
H 4.3913 0.3890 1.2243 -0.0139 0.0949 -0.0135
H 4.9098 1.0964 -0.1360 -0.0343 0.0576 0.1011
H 2.7978 2.1058 -0.5215 -0.0719 0.0966 -0.0203
H 2.6713 0.3574 -0.4522 -0.0861 0.0469 -0.1252
H 1.1800 0.4934 1.2515 -0.0693 0.0260 -0.2672
H 2.4684 1.1648 2.2116 -0.0488 -0.0714 0.0862
H 1.7648 3.3646 1.9842 0.1071 0.0246 -0.0453
H 0.2767 2.4548 2.1174 0.0527 -0.0047 0.2040
H 1.3126 3.5152 -0.5570 0.1374 -0.0339 -0.0364
H 0.0276 4.1525 0.4238 -0.0522 0.0790 -0.0532
H -0.5090 0.2140 -0.8608 0.0480 0.0640 0.1028
H -1.2529 2.5170 -2.4492 -0.0631 0.0175 0.0102
H -3.6388 2.8503 -0.3261 0.0438 0.0347 -0.2354
H -2.7212 2.9364 1.1593 -0.0774 0.1991 0.0188
H -2.2463 0.5977 2.2175 -0.0262 0.1113 -0.0232
H -3.4060 1.5678 2.8396 0.1881 -0.0293 -0.0230
H -3.6602 -0.9322 0.7663 -0.0299 0.1075 -0.0699
H -4.3054 -0.2353 -0.5284 0.2005 0.0935 -0.1152
H -5.4767 1.7123 0.1362 -0.0118 0.1069 0.0948
H -5.3116 2.0612 1.7133 -0.0621 0.0589 -0.1543
C -1.2491 -0.6133 -6.7402 -0.6500 0.0309 0.0464
C -0.1999 -1.6696 -7.1126 0.1863 0.2816 -0.0708
C 0.5663 -2.3573 -5.9791 0.0167 -0.1179 0.0255
F 1.3192 -1.4862 -5.2883 0.0209 0.0028 -0.0966
F 1.3902 -3.2869 -6.5332 -0.0137 0.0476 0.0696
F 0.6682 -1.1807 -8.0258 -0.0651 -0.0242 0.0779
F -0.8998 -2.6841 -7.7126 -0.0596 -0.0487 -0.0159
O -0.8891 0.7460 -6.8104 0.7213 -0.0279 -0.0678
C -0.3430 1.3941 -5.7131 -0.2795 -0.3251 -0.1231
C 1.0404 1.9663 -6.0475 0.0983 0.0705 -0.0359
F 1.8765 0.9873 -6.4671 -0.0608 -0.0138 0.0627
F 1.5660 2.5370 -4.9466 -0.0047 -0.0470 -0.0648
F -0.3023 0.5845 -4.6473 -0.0069 0.3313 -0.0913
F -1.1322 2.4523 -5.4633 -0.0385 -0.0503 0.2363
H -2.0141 -0.7207 -7.5080 -0.0060 -0.0256 -0.0189
H -1.7201 -0.8515 -5.7856 0.1555 -0.0977 0.0457
H -0.1266 -2.8645 -5.3023 0.0218 0.0433 0.0188
H 0.9460 2.7138 -6.8385 -0.0070 -0.0126 0.0120
C 1.5163 -1.9089 6.3847 0.0471 0.0248 0.5817
C 1.3838 -0.8523 5.2792 0.1577 -0.2336 -0.1997
C -0.0056 -0.6282 4.6763 -0.0922 0.1147 -0.0462
F -0.4574 -1.7507 4.0780 0.0913 0.0603 0.0076
F 0.0851 0.3539 3.7592 -0.0780 -0.1043 0.0052
F 2.2879 -1.0841 4.3061 -0.0959 0.0311 0.0918
F 1.6998 0.3349 5.8779 0.0151 0.0486 0.0530
O 1.9987 -3.1888 6.0223 -0.0916 0.0272 -0.5757
C 1.1658 -4.1929 5.6137 0.0293 0.0893 0.2572
C 1.4999 -4.6648 4.1932 -0.0046 -0.0330 -0.0929
F 1.3907 -3.6532 3.3167 -0.0597 -0.0422 0.0433
F 0.6230 -5.6400 3.8503 0.0705 0.0579 -0.0170
F -0.1365 -3.8752 5.7396 0.1899 -0.0388 -0.0168
F 1.4034 -5.2595 6.4213 -0.1228 -0.0325 0.0699
H 2.2935 -1.5188 7.0390 0.0128 0.0244 0.0035
H 0.6039 -1.9782 6.9779 -0.0940 0.0262 -0.1613
H -0.7139 -0.3234 5.4531 0.0039 -0.0368 -0.0181
H 2.5165 -5.0636 4.1666 -0.0216 0.0049 0.0022
```
Forces are in eV/Å.

Total energy: -75754.0021 eV
Charge: -1